# 1
The following is a DFT calculation (wB97M-V/def2-TZVPD) of a 2-piece molecular cluster, C3H3NO overall.

## Properties
- DFT total energy (eV) = -6691.8717
- ΔE to the lowest compared entry with this formula, charge and spin (kcal/mol) = 106.5
- orbital gap (alpha / beta) (eV) = 9.1 / 6.2

```
! wB97M-V def2-TZVPD RIJCOSX def2/J DEFGRID3
* xyz 0 1
O -1.659 0.347 -2.673
N -1.905 0.778 -0.365
C 0.279 -0.128 0.985
C -1.701 0.517 -1.516
C 1.467 -0.424 0.724
H 1.984 -0.128 -0.117
H -0.681 -0.249 1.484
H 2.216 -0.713 1.477
*
```

Results of the Mulliken charge analysis, in e, for atoms 1 through 2: O -0.426; N -0.546

***

# 2
The following is a DFT calculation (wB97M-V/def2-TZVPD) of a 5-piece molecular cluster, C30H35N4O10P overall.

## Properties
- DFT total energy (eV) = -67389.9159
- SMILES = O=[N+]([O-])c1ccccc1.O=[N+]([O-])c1ccccc1.O=[N+]([O-])c1ccccc1.O=[N+]([O-])c1ccccc1.COCCOCP(C)C
- ΔE to the lowest compared entry with this formula, charge and spin (kcal/mol) = 3.0
- orbital gap (eV) = 8.1

```
! wB97M-V def2-TZVPD RIJCOSX def2/J DEFGRID3
* xyz 0 1
P 5.532 0.199 3.431
O 2.948 1.240 -1.028
O -6.623 -3.219 -1.124
O -2.628 -0.408 1.960
O 2.210 2.422 -2.668
O 0.473 -2.897 -4.230
O 3.879 1.869 2.205
O 3.268 5.432 1.513
O -4.229 1.025 1.878
O -7.464 -5.195 -0.988
O -1.004 -2.554 -5.756
N 2.676 1.396 -2.205
N -0.666 -2.672 -4.594
N -7.160 -4.122 -0.510
N -3.114 0.641 1.582
C -3.615 -2.246 -1.611
C 5.207 1.870 2.689
C 4.478 6.035 1.119
C 7.329 0.037 3.060
C -8.043 -4.914 1.645
C -7.142 -2.670 1.475
C -7.461 -3.893 0.915
C -7.993 -3.477 3.573
C 3.362 -1.832 -4.818
C -1.028 1.087 0.356
C 5.649 0.706 5.197
C -2.292 1.511 0.724
C -3.004 -2.277 -3.937
C -1.698 -2.524 -3.554
C -2.296 -2.497 -1.251
C -7.412 -2.466 2.820
C 2.916 0.271 -3.119
C -0.771 3.132 -0.884
C 3.491 3.043 1.518
C 3.417 -0.909 -2.600
C 2.862 -0.636 -5.317
C -3.968 -2.139 -2.950
C 2.633 0.431 -4.464
C -1.323 -2.638 -2.227
C 3.445 4.313 2.366
C 3.639 -1.967 -3.465
C -2.042 3.539 -0.498
C -8.309 -4.697 2.987
C -0.265 1.910 -0.458
C -2.817 2.724 0.313
H -8.279 -5.856 1.172
H -7.163 -1.517 3.276
H 2.587 4.287 3.040
H 7.956 0.719 3.643
H 4.647 0.997 5.524
H 0.727 1.607 -0.752
H 3.625 -0.995 -1.543
H -8.200 -3.315 4.623
H 5.926 2.065 1.877
H -3.259 -2.200 -4.984
H 4.228 6.930 0.551
H 7.506 0.220 1.998
H 3.521 -2.666 -5.488
H 4.020 -2.902 -3.079
H 5.081 5.372 0.484
H 2.638 -0.538 -6.371
H 2.483 2.850 1.152
H -4.372 -2.143 -0.846
H 4.350 4.447 2.972
H -0.647 0.138 0.703
H -4.998 -1.957 -3.223
H 6.314 1.565 5.324
H 2.241 1.368 -4.832
H -8.762 -5.482 3.577
H -0.165 3.765 -1.519
H 5.360 2.641 3.457
H 5.080 6.328 1.989
H -0.293 -2.835 -1.968
H -2.026 -2.584 -0.207
H 4.116 3.205 0.629
H -6.691 -1.894 0.875
H 7.637 -0.987 3.281
H -3.808 3.021 0.622
H 6.002 -0.129 5.804
H -2.432 4.492 -0.829
*
```

Results of the Mulliken charge analysis, in e, for atoms 1 through 2: P 0.068; O -0.526

***

# 3
The following is a DFT calculation (wB97M-V/def2-TZVPD) of C3H11N5 in the gas phase.

## Properties
- DFT total energy (eV) = -10736.9893
- SMILES = [H]/N=N\[C@@H](C)[C@H](N)NN
- ΔE to the lowest compared entry with this formula, charge and spin (kcal/mol) = 68.1
- orbital gap (eV) = 9.5

```
! wB97M-V def2-TZVPD RIJCOSX def2/J DEFGRID3
* xyz 0 1
N -1.730 -1.624 0.635
N -0.619 -0.878 1.246
N -1.746 1.647 -0.424
N -1.081 0.818 -1.076
N 0.699 -1.935 -0.394
C 1.049 1.801 -0.167
C 0.333 0.554 -0.693
C 0.476 -0.658 0.288
H 0.764 2.034 0.864
H 0.838 2.675 -0.792
H 1.374 -0.482 0.893
H 2.134 1.640 -0.177
H -1.288 2.132 0.355
H -0.962 0.022 1.587
H -2.139 -1.073 -0.132
H -1.333 -2.434 0.139
H 1.597 -1.905 -0.870
H 0.792 -2.628 0.349
H 0.841 0.293 -1.631
*
```

Results of the Mulliken charge analysis, in e, for atoms 1 through 2: N -0.633; N -0.396

***

# 4
The following is a DFT calculation (wB97M-V/def2-TZVPD) of C37H24EuN10O2S as an isolated structure.

## Properties
- DFT total energy (eV) = -87912.3306
- orbital gap (alpha / beta) (eV) = 4.1 / 4.2

```
! wB97M-V def2-TZVPD RIJCOSX def2/J DEFGRID3
* xyz 0 8
Eu 13.190 11.742 11.082
S 9.516 11.550 13.183
O 17.757 11.541 10.835
O 13.064 9.221 7.271
N 14.987 13.261 12.232
N 9.794 12.660 14.546
N 11.237 11.496 9.241
N 12.115 11.787 13.250
N 10.016 20.906 11.042
N 15.013 14.470 6.869
N 15.445 10.877 10.965
N 13.442 9.882 9.462
N 14.043 13.164 9.125
N 12.182 14.132 10.728
C 15.823 6.989 9.505
C 12.084 11.960 14.555
C 14.065 15.068 7.649
C 16.700 8.817 10.752
C 17.012 15.030 12.827
C 14.764 14.333 12.921
C 17.274 13.860 12.182
C 11.350 14.591 11.775
C 10.132 13.872 13.836
C 13.590 14.411 8.781
C 11.547 10.709 8.180
C 12.686 14.985 9.826
C 14.575 9.058 9.640
C 10.696 13.590 12.625
C 9.541 11.186 7.064
C 14.689 7.751 9.101
C 14.871 12.538 8.313
C 10.739 19.083 9.679
C 12.375 16.331 9.806
C 16.823 7.554 10.229
C 10.156 20.323 9.851
C 15.354 13.238 7.110
C 10.972 18.961 12.086
C 11.013 12.461 15.235
C 9.221 12.043 8.122
C 11.115 18.297 10.825
C 16.534 11.630 11.173
C 10.996 12.124 12.402
C 10.717 10.502 7.116
C 10.501 20.282 12.068
C 11.498 16.860 10.818
C 16.250 12.938 11.851
C 12.849 9.893 8.282
C 15.603 9.597 10.417
C 10.943 15.933 11.750
C 10.057 12.117 9.182
C 15.721 15.280 13.227
H 13.704 14.490 13.161
H 9.901 12.791 10.046
H 10.835 18.535 8.723
H 13.014 11.893 15.127
H 11.102 9.756 6.430
H 9.962 14.879 14.288
H 10.180 16.321 12.433
H 8.846 11.001 6.233
H 15.468 16.062 13.955
H 10.988 12.566 16.313
H 11.251 18.555 13.027
H 17.522 9.229 11.341
H 18.234 13.589 11.913
H 15.162 11.551 8.513
H 13.866 16.088 7.402
H 8.299 12.657 8.096
H 16.047 12.696 6.502
H 12.741 16.995 9.063
H 17.838 15.635 13.058
H 15.951 5.989 9.021
H 10.419 20.748 13.064
H 17.610 6.844 10.547
H 13.899 7.447 8.403
H 9.827 21.055 9.080
*
```

Results of the Mulliken charge analysis, in e, for atoms 1 through 2: Eu 1.112; S -0.132

***

# 5
The following is a DFT calculation (wB97M-V/def2-TZVPD) of a 2-piece molecular cluster, C3H11NS overall.

## Properties
- DFT total energy (eV) = -15612.3643
- ΔE to the lowest compared entry with this formula, charge and spin (kcal/mol) = 28.2
- orbital gap (alpha / beta) (eV) = 2.1 / 8.2

```
! wB97M-V def2-TZVPD RIJCOSX def2/J DEFGRID3
* xyz -1 2
S -1.059 1.048 0.551
N 1.995 -2.083 -2.058
C -1.551 1.134 2.285
C -2.498 1.909 -0.162
C 3.077 -1.929 -1.108
H -0.773 1.581 2.913
H -2.521 1.586 2.449
H 3.055 -2.795 -0.427
H -2.753 1.546 -1.151
H 1.048 -2.030 -1.736
H -1.548 0.103 2.665
H 2.131 -1.449 -2.842
H 3.068 -1.030 -0.488
H -2.457 2.938 0.182
H 4.067 -2.016 -1.559
H -3.280 1.489 0.487
*
```

Results of the Mulliken charge analysis, in e, for atoms 1 through 2: S -0.408; N -0.734

***

# 6
The following is a DFT calculation (wB97M-V/def2-TZVPD) of C29H49AgN2O14 as an isolated structure.

## Properties
- DFT total energy (eV) = -66499.4191
- ΔE to the lowest compared entry with this formula, charge and spin (kcal/mol) = 38.7
- orbital gap (alpha / beta) (eV) = 7.8 / 4.3

```
! wB97M-V def2-TZVPD RIJCOSX def2/J DEFGRID3
* xyz 1 2
Ag 8.586 9.043 -7.662
O 7.173 9.964 -5.960
O 11.011 8.622 -3.990
O 6.706 14.754 -2.004
O 10.455 9.928 -8.795
O 7.497 7.166 -6.841
O 2.912 9.887 -3.434
O 4.103 10.148 -10.061
O 4.892 13.519 -2.304
O 10.135 8.609 -6.025
O 0.860 10.769 -3.538
O 7.537 11.882 -4.981
O 10.901 11.007 -10.650
O 8.694 11.240 -6.722
O 6.724 5.113 -7.130
N 4.236 11.421 -10.529
N 7.749 11.078 -5.887
C 12.313 9.172 -10.242
C 3.943 13.010 -12.302
C 2.480 11.394 -5.215
C 12.106 9.339 -11.718
C 5.139 13.687 -10.215
C 3.487 12.681 -8.542
C 7.595 15.561 -2.757
C 1.951 10.635 -3.995
C 5.792 14.182 -2.764
C 4.666 12.384 -9.486
C 11.219 10.090 -9.703
C 5.097 6.792 -7.136
C 6.043 14.506 -4.206
C 11.684 9.504 -3.101
C 11.990 10.825 -3.906
C 4.137 9.930 -4.200
C 6.544 6.459 -7.036
C 5.926 11.842 -8.783
C 3.352 10.651 -12.711
C 3.343 11.747 -11.636
C 4.471 5.502 -6.655
C 11.585 10.436 -5.315
C 10.762 9.171 -5.172
C 1.893 11.996 -11.166
C 11.672 10.774 -11.833
C 4.213 14.168 -11.336
C 7.482 15.006 -4.188
C 3.906 10.867 -5.428
C 5.443 4.467 -7.098
H 1.652 13.055 -11.048
H 5.186 4.018 -8.063
H 4.310 5.505 -5.576
H 4.860 12.765 -12.837
H 5.340 3.598 -6.443
H 12.541 11.447 -11.814
H 8.625 15.403 -2.439
H 2.328 12.402 -4.824
H 3.066 11.735 -8.192
H 6.091 13.436 -10.687
H 4.338 8.932 -4.576
H 13.006 11.170 -3.738
H 2.651 10.871 -13.510
H 4.845 7.700 -6.597
H 12.572 9.030 -2.686
H 7.694 15.782 -4.921
H 5.154 14.542 -9.540
H 11.340 11.555 -3.424
H 3.492 5.328 -7.107
H 6.349 12.648 -8.196
H 2.726 13.364 -8.902
H 1.745 11.359 -10.298
H 12.919 9.074 -12.398
H 3.295 14.483 -10.836
H 10.951 11.158 -5.831
H 4.745 11.561 -5.451
H 2.976 9.745 -12.229
H 1.833 11.227 -6.072
H 4.712 14.973 -11.871
H 4.803 10.398 -3.480
H 8.254 14.244 -4.130
H 5.040 9.905 -9.911
H 11.058 9.759 -2.248
H 12.238 8.168 -9.836
H 3.174 13.429 -12.955
H 11.307 8.773 -12.214
H 12.443 10.178 -5.935
H 11.134 11.069 -12.732
H 4.027 10.225 -6.302
H 1.133 11.813 -11.930
H 4.922 6.901 -8.214
H 4.348 10.490 -13.120
H 6.605 11.557 -9.595
H 5.949 13.605 -4.808
H 3.897 13.090 -7.615
H 5.180 15.168 -4.344
H 13.252 9.612 -9.891
H 7.387 16.630 -2.670
H 5.755 10.879 -8.298
*
```

Results of the Mulliken charge analysis, in e, for atoms 1 through 2: Ag 0.986; O -0.624

***

Q: Among the records above, which one has the lowest DFT total energy?
A: C37H24EuN10O2S

***

Q: Look up the DFT total energy of the sixth one.
A: -66499.4191 eV

***

Q: Number 6 is which compound?
A: C29H49AgN2O14

***

Q: Which formula does entry 2 have?
A: C30H35N4O10P